Record 1
{
  "formula": "C32H31FeI2N7O2Se",
  "method": "wB97M-V/def2-TZVPD",
  "species": ["Fe", "I", "C", "C", "C", "I", "C", "O", "C", "C", "N", "C", "C", "C", "C", "C", "C", "N", "C", "H", "H", "H", "H", "H", "H", "H", "H", "H", "H", "H", "O", "C", "C", "C", "C", "C", "C", "C", "N", "C", "C", "N", "H", "H", "H", "H", "H", "H", "H", "C", "C", "C", "N", "C", "C", "H", "H", "H", "H", "H", "C", "N", "C", "C", "N", "C", "C", "Se", "H", "H", "H", "H", "H", "H", "H", "H"],
  "xyz": [[0.0907, -0.2939, -0.2097], [-5.4807, -4.0803, -3.4667], [-4.2430, -2.9839, -2.1879], [-4.1982, -3.2867, -0.8365], [-3.3632, -2.5590, -0.0099], [-3.2933, -3.0301, 2.0221], [-2.5381, -1.5050, -0.4720], [-1.7565, -0.8531, 0.3254], [-2.6322, -1.2239, -1.8577], [-1.8101, -0.1017, -2.4027], [-0.3608, -0.3403, -2.1974], [0.1389, -1.5493, -2.8703], [0.6632, -2.5571, -1.8831], [1.3540, -3.6767, -2.3289], [1.8346, -4.5802, -1.4018], [1.6149, -4.3405, -0.0543], [0.9234, -3.1993, 0.3022], [0.4520, -2.3271, -0.5891], [-3.4616, -1.9570, -2.6904], [-4.8016, -4.0861, -0.4294], [-2.0442, 0.8236, -1.8752], [-2.0313, 0.0388, -3.4665], [0.1404, 0.4640, -2.5554], [0.9388, -1.2920, -3.5665], [-0.6629, -2.0103, -3.4532], [1.5144, -3.8257, -3.3888], [2.3777, -5.4589, -1.7249], [1.9758, -5.0177, 0.7064], [0.7304, -2.9615, 1.3393], [-3.5037, -1.7118, -3.7456], [2.0573, -0.2303, -0.6263], [3.0105, 0.6081, -0.8159], [4.3617, 0.1700, -0.7514], [5.4164, 1.0299, -0.9310], [5.1993, 2.3910, -1.1795], [3.9014, 2.8428, -1.2522], [2.8046, 1.9834, -1.0896], [1.4517, 2.5002, -1.2313], [0.3244, 2.0305, -0.7138], [-0.6781, 2.8842, -1.1378], [-0.1599, 3.8677, -1.9144], [1.1912, 3.6150, -1.9678], [4.5224, -0.8817, -0.5477], [6.4292, 0.6501, -0.8675], [6.0286, 3.0745, -1.2976], [3.7276, 3.9022, -1.4127], [-1.6953, 2.7420, -0.8164], [-0.6127, 4.7008, -2.4209], [1.8760, 4.1300, -2.4907], [1.0442, 0.2990, 4.4326], [0.1672, -0.6909, 4.0236], [-0.0631, -0.8611, 2.6699], [0.5380, -0.1192, 1.7390], [1.3864, 0.8325, 2.1334], [1.6634, 1.0761, 3.4668], [1.2411, 0.4643, 5.4840], [-0.3498, -1.3197, 4.7349], [-0.7793, -1.5800, 2.2998], [1.8533, 1.4088, 1.3477], [2.3593, 1.8596, 3.7336], [-0.3413, 4.1868, 2.1651], [-1.6404, 4.2037, 2.8088], [-2.0972, 5.1802, 3.6745], [-3.3421, 4.8283, 4.0478], [-3.6394, 3.6401, 3.4076], [-4.8742, 2.8918, 3.5145], [-2.5937, 3.2494, 2.6370], [-2.4784, 1.7304, 1.6176], [-0.2613, 5.0033, 1.4470], [-0.2414, 3.2374, 1.6404], [0.4435, 4.2766, 2.9162], [-1.4945, 6.0268, 3.9487], [-4.0374, 5.3095, 4.7111], [-5.5172, 3.3825, 4.2415], [-4.6592, 1.8719, 3.8292], [-5.3694, 2.8481, 2.5456]],
  "forces_ev_per_angstrom": [[0.5, 0.2, -0.5], [0.0, 0.0, 0.0], [0.0, 0.0, -0.1], [0.0, 0.0, 0.0], [0.0, 0.0, 0.0], [0.0, 0.0, 0.0], [0.0, -0.1, 0.2], [0.0, 0.3, -0.2], [0.0, -0.1, -0.1], [0.0, 0.0, 0.0], [-0.1, 0.0, -0.1], [0.0, 0.1, 0.1], [0.0, -0.2, -0.1], [-0.1, 0.0, 0.0], [0.0, 0.0, 0.0], [-0.1, 0.0, 0.0], [-0.1, 0.0, 0.0], [0.3, 0.2, 0.1], [0.0, 0.0, 0.0], [0.0, 0.0, 0.0], [0.0, 0.0, 0.0], [0.0, 0.0, 0.0], [0.0, 0.0, 0.0], [0.0, 0.0, 0.0], [0.0, 0.0, 0.0], [0.0, 0.0, 0.0], [0.0, 0.0, 0.0], [0.0, 0.0, 0.0], [0.0, 0.0, 0.0], [0.0, 0.0, 0.0], [-0.1, -0.3, -0.1], [0.0, 0.1, 0.1], [0.0, 0.0, 0.0], [0.0, 0.0, 0.0], [0.0, 0.0, 0.0], [0.0, 0.0, 0.0], [0.1, 0.1, 0.0], [0.0, 0.1, 0.0], [-0.2, -0.3, 0.0], [0.0, 0.0, 0.0], [0.0, 0.0, 0.0], [0.0, 0.0, 0.1], [0.0, 0.0, 0.0], [0.0, 0.0, 0.0], [0.0, 0.0, 0.0], [0.0, 0.0, 0.0], [0.0, 0.0, 0.0], [0.0, 0.0, 0.0], [0.0, 0.0, 0.0], [0.0, 0.0, 0.0], [0.0, 0.0, 0.0], [-0.1, 0.1, 0.0], [0.0, 0.0, 0.0], [0.1, -0.1, 0.1], [0.0, 0.0, 0.0], [0.0, 0.0, 0.0], [0.0, 0.0, 0.0], [0.0, 0.0, 0.0], [0.0, 0.0, 0.0], [0.0, 0.0, 0.0], [0.0, 0.0, 0.0], [-0.1, 0.0, 0.0], [0.0, 0.0, 0.0], [0.0, 0.0, 0.0], [0.1, 0.1, 0.0], [0.0, 0.0, 0.0], [0.1, 0.1, 0.0], [-0.2, -0.2, 0.2], [0.0, 0.0, 0.0], [0.0, 0.0, 0.0], [0.0, 0.0, 0.0], [0.0, 0.0, 0.0], [0.0, 0.0, 0.0], [0.0, 0.0, 0.0], [0.0, 0.0, 0.0], [0.0, 0.0, 0.0]],
  "lumo_energy_ev": [0.47, 0.47],
  "fmax_ha_per_bohr": 0.014,
  "homo_ev": [-6.87, -6.93],
  "energy_ha": -6032.4024
}

---

Record 2
{
  "formula": "C32H31IrO12P3",
  "method": "wB97M-V/def2-TZVPD",
  "species": ["Ir", "O", "C", "O", "C", "C", "C", "C", "C", "O", "C", "C", "O", "O", "H", "H", "H", "H", "H", "H", "H", "H", "C", "C", "C", "C", "C", "C", "P", "C", "C", "C", "C", "C", "C", "C", "C", "C", "C", "C", "C", "C", "C", "C", "C", "H", "H", "H", "H", "H", "H", "H", "H", "H", "H", "H", "H", "H", "H", "H", "H", "C", "C", "O", "P", "O", "O", "O", "P", "O", "O", "O", "H", "H", "H", "H", "H", "H", "H"],
  "xyz": [[-1.0263, 0.0426, -1.1363], [0.1404, 0.2742, 3.0100], [-0.6670, -0.0177, 2.1142], [-0.0636, -0.9116, 1.1463], [-2.1156, -0.4329, 2.4496], [-2.6837, -1.5196, 1.5183], [-4.0555, -1.9653, 2.0527], [-4.9289, -0.7485, 1.6846], [-3.8942, 0.1468, 0.9750], [-3.0323, -0.7915, 0.3472], [-2.9994, 0.7667, 2.0824], [-2.0702, 1.7800, 1.4450], [-2.3582, 2.9354, 1.2159], [-0.9137, 1.2448, 1.1496], [-2.1376, -0.7145, 3.5013], [-1.9916, -2.3207, 1.2722], [-4.3795, -2.8613, 1.5252], [-4.0414, -2.1828, 3.1181], [-5.7387, -1.0284, 1.0119], [-5.3595, -0.2525, 2.5535], [-4.2783, 0.8581, 0.2457], [-3.5902, 1.2080, 2.8829], [3.2892, -2.7993, 4.8800], [2.0730, -3.2215, 4.3603], [1.5263, -2.5701, 3.2718], [2.1886, -1.4845, 2.7135], [3.4085, -1.0618, 3.2282], [3.9518, -1.7208, 4.3165], [1.5194, -0.7159, 1.2298], [2.0724, 1.0045, 1.0211], [2.2385, 1.4149, -0.2955], [2.6638, 2.7027, -0.5668], [2.9730, 3.5607, 0.4763], [2.8550, 3.1323, 1.7896], [2.3938, 1.8579, 2.0713], [2.0761, -1.6818, -0.1536], [3.4674, -2.0048, -0.0815], [4.0760, -2.7385, -1.0511], [3.3270, -3.1839, -2.1535], [1.9488, -2.9370, -2.2385], [1.2084, -3.4506, -3.3166], [-0.1790, -3.2852, -3.3965], [-0.8352, -2.5707, -2.4266], [-0.0984, -1.8727, -1.4219], [1.2755, -2.1456, -1.2388], [3.7224, -3.3107, 5.7265], [1.5542, -4.0532, 4.8140], [0.5785, -2.8769, 2.8523], [3.9093, -0.2113, 2.7860], [4.8921, -1.3829, 4.7276], [2.0183, 0.7205, -1.0945], [2.7453, 3.0357, -1.5906], [3.3138, 4.5633, 0.2619], [3.1219, 3.7995, 2.5967], [2.2375, 1.5385, 3.0894], [4.0204, -1.6584, 0.7785], [5.1219, -2.9957, -0.9813], [3.8167, -3.7184, -2.9531], [1.7195, -4.0563, -4.0530], [-0.7171, -3.7533, -4.2067], [-1.9160, -2.5094, -2.4383], [-1.0400, 4.1287, -4.0398], [-1.7159, 2.8366, -3.6473], [-2.8478, 2.5284, -4.4368], [-2.3488, 2.9126, -1.9264], [-1.3480, 3.7593, -1.0789], [-3.6451, 3.8388, -1.9940], [-2.7217, 1.5810, -1.3699], [-0.5895, 1.3996, -3.5676], [0.2605, 1.5652, -4.9233], [-1.4198, 0.1458, -3.5871], [0.3072, 1.5224, -2.3632], [-1.7275, 4.9621, -3.8960], [-0.7224, 4.0835, -5.0811], [-0.1743, 4.2613, -3.3918], [-2.7943, 1.5830, -4.6533], [-1.5190, 3.6000, -0.1213], [-4.3474, 3.4380, -2.5050], [1.0220, 0.9875, -4.9191]],
  "forces_ev_per_angstrom": [[-1.0, -1.9, -0.9], [0.1, 0.2, 0.6], [-0.5, 0.1, 0.6], [0.2, -0.2, 0.2], [0.2, -0.2, -0.3], [0.1, -0.6, 0.7], [0.2, -0.1, -0.1], [0.0, 0.1, -0.2], [-0.7, 0.6, 0.3], [0.6, -0.1, -0.7], [0.1, 0.2, -0.3], [-0.2, -0.1, 0.5], [-0.1, 0.3, -0.1], [0.1, 0.1, 0.0], [0.0, 0.0, -0.1], [0.0, 0.0, -0.1], [0.0, 0.0, 0.0], [0.1, 0.0, 0.1], [0.0, 0.1, 0.0], [0.0, 0.0, 0.0], [0.1, -0.1, 0.1], [0.1, 0.0, -0.1], [0.0, 0.0, 0.0], [0.1, 0.0, 0.1], [-0.1, 0.1, -0.1], [0.2, 0.1, -0.3], [-0.2, 0.0, -0.1], [0.1, 0.0, 0.1], [-0.1, 0.6, 0.2], [0.2, -0.8, -0.2], [0.0, -0.2, 0.0], [0.0, 0.2, 0.0], [0.0, -0.1, -0.2], [0.0, -0.1, 0.2], [-0.2, 0.1, 0.1], [1.9, -0.4, -0.1], [-2.7, 1.2, 1.0], [-0.1, -1.2, -2.3], [0.8, 0.5, 1.4], [-0.3, 0.1, 0.1], [-1.2, -0.1, -0.4], [1.9, -1.2, -0.2], [0.7, 1.2, 2.1], [-1.6, 1.9, -1.2], [0.4, -0.2, -0.3], [0.0, 0.0, 0.1], [0.0, -0.1, 0.0], [-0.1, -0.1, 0.0], [0.1, 0.0, 0.0], [0.1, 0.0, 0.0], [0.0, 0.2, -0.1], [0.0, 0.0, -0.1], [0.0, 0.1, 0.0], [-0.1, 0.0, 0.1], [0.0, 0.0, 0.1], [0.2, 0.0, 0.0], [0.1, 0.1, 0.0], [0.0, -0.2, 0.0], [0.1, 0.1, -0.1], [-0.1, 0.0, -0.1], [0.0, 0.4, -0.2], [0.0, 0.0, 0.0], [0.3, -0.4, 0.8], [-0.2, -0.1, -0.4], [-0.5, 0.8, 0.1], [0.0, 0.0, -0.5], [0.4, 0.3, 0.1], [0.6, -0.2, 0.2], [0.4, -0.5, -0.7], [-0.4, 0.4, 0.1], [-0.2, 0.0, 0.1], [0.1, -0.3, 0.4], [0.0, 0.1, -0.1], [0.0, 0.0, 0.0], [0.1, 0.2, -0.1], [-0.2, 0.0, 0.1], [-0.1, 0.0, 0.5], [-0.3, -0.2, -0.3], [0.4, -0.3, -0.1]],
  "lumo_energy_ev": [-0.08, -0.07],
  "spin_multiplicity": 2,
  "fmax_ha_per_bohr": 0.060,
  "homo_ev": [-7.24, -7.17],
  "energy_ha": -3269.4674,
  "de_lowest_ev": 4.020,
  "s_squared": 0.758
}

---

Record 3
{
  "formula": "C32H31N2O6S2",
  "method": "wB97M-V/def2-TZVPD",
  "species": ["C", "C", "C", "C", "C", "C", "C", "O", "C", "O", "N", "C", "C", "H", "H", "H", "H", "H", "H", "H", "H", "H", "H", "C", "N", "C", "C", "C", "C", "C", "C", "C", "S", "C", "C", "C", "C", "C", "C", "O", "O", "S", "C", "C", "C", "C", "C", "C", "O", "O", "C", "C", "H", "H", "H", "H", "H", "H", "H", "H", "H", "H", "H", "H", "H", "H", "H", "H", "H", "H", "H", "H", "H"],
  "xyz": [[3.3343, 4.4528, -4.0086], [2.9724, 3.4614, -3.0859], [1.6494, 3.3867, -2.6214], [0.6816, 4.2825, -3.0830], [-0.7360, 4.2163, -2.5349], [-1.4223, 2.8437, -2.3759], [-2.9054, 3.1130, -2.1419], [-3.3449, 2.1310, -1.2130], [-2.2408, 1.4193, -0.8201], [-2.4302, 0.4301, -0.0933], [-1.0769, 1.9293, -1.3085], [1.0470, 5.2612, -4.0304], [2.3640, 5.3441, -4.4958], [4.3573, 4.5188, -4.3692], [3.7055, 2.7472, -2.7088], [1.3415, 2.6452, -1.8788], [-0.7561, 4.7088, -1.5431], [-1.3686, 4.8012, -3.2233], [-1.3166, 2.3080, -3.3449], [-3.0668, 4.1025, -1.7045], [-3.4796, 3.0256, -3.0638], [0.2880, 5.9626, -4.3978], [2.6317, 6.1072, -5.2317], [2.3107, -3.7900, -4.4636], [1.8717, -4.0814, -3.1119], [2.2598, -5.3710, -2.5585], [1.1697, -3.1945, -2.3542], [0.6947, -3.6048, -1.0752], [0.1949, -2.6783, -0.1812], [0.2459, -1.2905, -0.4552], [-0.0758, -0.2778, 0.5190], [-0.1365, -0.4309, 1.8735], [-1.2913, 0.4403, 2.9809], [-3.0154, -0.0562, 2.7120], [-3.8854, 0.7379, 1.9610], [-5.0995, 0.2045, 1.5152], [-5.5864, -0.9702, 2.0981], [-4.8008, -1.6584, 3.0318], [-3.4853, -1.2419, 3.2771], [-1.0044, -0.1257, 4.2889], [-1.2356, 1.8616, 2.7663], [0.9797, -1.6489, 2.6515], [1.5319, -1.1546, 4.2950], [1.2627, -1.9947, 5.3747], [1.7658, -1.6722, 6.6355], [2.5567, -0.5332, 6.8082], [2.8516, 0.2860, 5.7083], [2.3555, -0.0428, 4.4424], [0.1463, -2.8165, 2.9031], [2.1880, -1.7468, 1.8590], [0.5665, -0.9095, -1.7844], [0.9364, -1.8360, -2.7451], [1.6561, -3.0578, -4.9525], [3.3371, -3.3891, -4.4536], [2.3042, -4.7237, -5.0402], [2.5301, -5.2564, -1.5004], [1.4366, -6.0977, -2.6219], [3.1329, -5.7616, -3.0874], [0.7480, -4.6481, -0.7509], [-0.2828, -3.0468, 0.7227], [-0.2416, 0.7121, 0.1119], [-3.6291, 1.7693, 1.7368], [-5.6546, 0.7216, 0.7337], [-6.5812, -1.3316, 1.8410], [-5.2057, -2.5218, 3.5615], [-2.8213, -1.8197, 3.9130], [0.6605, -2.8869, 5.2319], [1.5304, -2.3301, 7.4695], [2.9612, -0.2935, 7.7879], [3.4754, 1.1669, 5.8289], [2.5926, 0.5608, 3.5671], [0.4745, 0.1491, -2.0130], [1.0761, -1.5175, -3.7799]],
  "forces_ev_per_angstrom": [[-0.5, -0.1, 0.0], [-0.5, 0.3, 0.0], [0.3, 0.1, -0.1], [-0.1, 0.0, -0.1], [0.4, 0.1, 0.2], [-0.2, -0.3, -0.4], [-0.5, 0.1, 0.2], [-0.7, 0.3, -0.7], [1.9, -0.2, -0.1], [0.1, 0.7, -0.7], [-0.8, -0.4, 0.5], [0.1, -0.3, 0.2], [0.0, -0.3, 0.3], [-0.1, 0.0, 0.1], [-0.1, 0.2, -0.1], [0.2, 0.1, -0.3], [0.0, -0.1, -0.4], [0.1, 0.0, 0.3], [0.1, 0.3, 0.1], [0.0, 0.1, 0.0], [-0.2, 0.1, 0.0], [0.3, -0.3, 0.1], [0.0, -0.3, 0.2], [0.1, 0.0, 0.2], [0.1, -0.5, -0.6], [-0.2, 0.3, 0.1], [-0.2, 0.6, 0.8], [0.0, 0.3, -0.2], [-0.1, 0.3, -0.2], [0.5, -0.5, -0.5], [0.0, 0.3, 0.0], [0.4, -0.1, 1.2], [0.1, -0.4, 0.2], [-0.2, -0.1, -0.3], [0.1, 0.0, -0.2], [0.0, 0.0, 0.8], [0.5, 0.1, 0.0], [0.1, 0.2, -0.1], [-0.1, -0.1, -0.2], [0.2, 0.3, -0.3], [0.1, 0.0, -0.1], [-1.6, -0.5, 0.2], [0.3, 0.2, 0.0], [-0.1, 0.2, 0.0], [0.1, 0.1, -0.3], [-0.1, 0.0, -0.5], [-0.2, -0.5, 0.0], [-0.1, 0.1, 0.2], [0.7, -0.3, 0.1], [-0.4, 0.1, 0.2], [-0.3, -0.2, 0.5], [0.2, -0.5, 0.2], [0.2, -0.3, 0.1], [-0.2, 0.0, -0.2], [0.0, 0.3, 0.0], [0.0, -0.1, -0.3], [0.2, 0.0, 0.0], [-0.2, 0.1, 0.0], [-0.2, 0.4, -0.3], [0.3, 0.2, 0.0], [-0.4, -0.1, -0.1], [0.3, -0.4, -0.4], [0.0, 0.0, 0.4], [0.2, 0.0, 0.0], [0.2, 0.1, -0.2], [-0.1, 0.0, -0.1], [0.0, 0.2, -0.1], [0.1, 0.2, -0.1], [-0.1, 0.0, -0.1], [-0.1, -0.1, 0.0], [-0.1, -0.1, 0.2], [-0.1, -0.1, -0.1], [0.2, 0.0, 0.4]],
  "lumo_energy_ev": 2.44,
  "fmax_ha_per_bohr": 0.038,
  "homo_ev": -4.61,
  "total_charge": -1,
  "energy_ha": -2595.2820
}